1.
{
  "formula": "C8H22KMnO8",
  "method": "wB97M-V/def2-TZVPD",
  "spin_multiplicity": 6,
  "charge": 1,
  "elements": ["Mn", "K", "C", "C", "O", "O", "H", "H", "H", "C", "C", "O", "O", "H", "H", "H", "C", "O", "H", "H", "H", "H", "C", "O", "H", "H", "H", "H", "C", "O", "H", "H", "H", "H", "C", "O", "H", "H", "H", "H"],
  "xyz": [[2.6697, 1.2088, 1.7453], [1.4684, -2.8210, -0.0316], [2.9859, 3.4786, -1.6310], [2.7498, 2.5439, -0.4706], [2.2369, 3.0358, 0.5767], [3.0655, 1.3177, -0.4461], [2.1013, 3.7944, -2.1751], [3.6634, 3.0231, -2.3605], [3.5745, 4.3439, -1.3264], [-1.1709, -0.0944, 1.5644], [0.2968, 0.1943, 1.7209], [1.1771, -0.3490, 0.9825], [0.7067, 0.9727, 2.6260], [-1.3465, -1.1456, 1.3340], [-1.6418, 0.4810, 0.7684], [-1.6680, 0.1428, 2.5033], [1.5245, -0.5937, -3.1068], [0.8066, -0.1126, -1.9681], [0.8702, -0.6010, -3.9700], [2.4645, -0.0636, -3.2791], [1.8999, -1.6089, -2.8980], [1.4862, 0.1713, -1.3363], [-1.3184, 4.2587, 3.0797], [-0.9926, 3.0949, 3.8532], [-1.8914, 4.8974, 3.7377], [-0.3939, 4.7286, 2.7215], [-1.7762, 3.9408, 2.1367], [-0.4192, 2.5168, 3.3399], [-2.0528, -1.7233, -2.3976], [-2.1611, -3.1608, -2.6178], [-1.5050, -1.5889, -1.4674], [-1.6002, -1.1928, -3.2302], [-3.0758, -1.4076, -2.1684], [-2.5208, -3.1882, -3.5134], [-2.0484, -4.6236, 1.2045], [-0.6228, -4.5620, 1.1889], [-2.4649, -3.7936, 0.6442], [-2.3719, -5.5674, 0.7564], [-2.4501, -4.6527, 2.2202], [-0.2555, -5.2945, 1.6899]],
  "atomic_forces_ev_per_a": [[-1.7, 0.6, -1.6], [-0.5, 0.1, -0.1], [1.3, -0.6, -0.8], [-0.5, 0.9, 0.6], [0.3, -0.2, 0.8], [0.7, -0.6, -0.1], [-0.3, 0.0, 0.4], [-0.3, -0.4, 0.0], [-0.5, 0.2, 0.5], [-0.1, -0.2, 0.4], [0.3, -0.2, 0.1], [0.2, -0.4, -0.1], [0.3, 0.5, 0.2], [0.2, 0.0, 0.0], [0.3, 0.2, -0.1], [0.0, 0.1, -0.1], [0.6, -0.5, 0.8], [0.6, -0.1, -0.1], [0.1, 0.1, -0.1], [-0.4, 0.6, -0.2], [-0.4, -0.2, -0.3], [-0.3, 0.2, 0.0], [1.3, -1.2, -0.5], [-0.2, 0.2, 0.1], [-0.2, 0.2, -0.4], [-0.1, 0.4, 0.5], [-0.8, 0.3, 0.3], [0.0, 0.0, 0.0], [-1.0, -1.2, 1.0], [0.5, 1.1, -0.6], [0.4, 0.1, -0.2], [0.0, 0.1, 0.1], [0.2, 0.6, -0.4], [0.0, -0.6, 0.2], [-0.3, -1.1, 0.2], [0.6, 0.7, -0.2], [0.2, 0.1, 0.0], [-0.1, 0.2, -0.3], [0.1, 0.4, 0.0], [-0.2, -0.1, 0.1]]
}

---

2.
{
  "formula": "C8H22O3Si2",
  "method": "wB97M-V/def2-TZVPD",
  "smiles": "CCO[Si](C)(C)O[Si](C)(C)OCC",
  "spin_multiplicity": 1,
  "e_above_lowest_kcal_mol": 0.0,
  "elements": ["C", "C", "O", "Si", "C", "C", "O", "Si", "C", "C", "O", "C", "C", "H", "H", "H", "H", "H", "H", "H", "H", "H", "H", "H", "H", "H", "H", "H", "H", "H", "H", "H", "H", "H", "H"],
  "xyz": [[0.7866, -2.9130, 0.4045], [0.9284, -2.1375, 1.6829], [1.8868, -1.1322, 1.6128], [1.5678, 0.2818, 0.7486], [2.1419, 1.6494, 1.8182], [2.5950, 0.1908, -0.8225], [-0.0817, 0.4093, 0.3406], [-1.6640, 0.9825, 0.0249], [-1.9886, 2.3601, 1.2430], [-2.7813, -0.4773, 0.2723], [-1.7984, 1.5577, -1.5593], [-0.7865, 1.0606, -2.4318], [-0.8838, -0.4209, -2.6954], [0.3660, -2.3226, -0.3887], [0.1504, -3.8058, 0.5307], [1.7889, -3.2571, 0.0455], [-0.0309, -1.6711, 1.9509], [1.1532, -2.8130, 2.5087], [3.1812, 1.4481, 2.1727], [1.5183, 1.6799, 2.7110], [2.2054, 2.6547, 1.3994], [2.3991, 1.0578, -1.4794], [3.6585, 0.1656, -0.6607], [2.2946, -0.6951, -1.3573], [-1.4814, 3.2322, 0.8418], [-1.5447, 2.0882, 2.2057], [-3.0645, 2.5355, 1.3144], [-3.8449, -0.1690, 0.3201], [-2.6423, -1.3321, -0.4239], [-2.5371, -0.8777, 1.2511], [-0.8835, 1.6422, -3.3800], [0.1619, 1.3558, -1.9695], [-0.5972, -0.9742, -1.8016], [-1.9225, -0.6686, -2.8824], [-0.2506, -0.6849, -3.5474]],
  "atomic_forces_ev_per_a": [[0.8, -1.2, -0.4], [-1.2, -0.3, 0.6], [0.1, 1.4, -0.6], [-0.6, -0.5, -0.8], [0.9, 0.4, 0.8], [-1.0, 0.8, -0.1], [0.4, 0.3, 0.1], [1.2, -0.3, -0.1], [0.1, -0.6, -0.6], [-0.4, -0.4, -0.1], [0.2, -0.6, 1.4], [0.2, 1.3, -0.8], [0.1, 0.1, 0.2], [-0.3, 0.4, -0.3], [0.2, 0.3, 0.0], [-0.7, 0.2, 0.4], [-0.1, -0.3, -0.1], [0.3, 0.0, 0.0], [-0.7, -0.2, -0.2], [0.0, 0.1, 0.1], [-0.3, -0.1, -0.2], [0.0, -0.3, 0.2], [0.4, -0.1, 0.3], [0.0, -0.4, -0.4], [0.0, 0.3, 0.1], [-0.3, 0.1, -0.1], [0.2, 0.2, 0.2], [0.5, -0.2, -0.2], [-0.2, 0.7, 0.2], [0.0, -0.1, 0.4], [0.0, -0.5, 0.6], [0.2, -0.3, -0.4], [0.2, -0.1, -0.1], [-0.2, -0.1, -0.4], [-0.1, -0.2, 0.2]]
}

---

| no. | electronic energy (eV) |
| --- | --- |
| 1 | -72673.7383 |
| 2 | -30556.5801 |